[1]
# C7H11ClO2

A single C7H11ClO2 molecule (ωB97M-V/def2-TZVPD, the OMol25 dataset).

Last column: Mulliken charge in e.
Geometry (Å):
C1 1.65 0.66 0.12  -0.07
C2 -0.80 -0.27 0.12  -0.09
O1 -0.63 -1.32 1.01  -0.53
H1 0.55 1.77 2.40  0.67
H2 -0.68 -2.14 0.43  0.38
H3 -1.92 0.19 0.17  0.24
H4 1.19 -1.17 -2.49  0.45
C3 0.22 0.94 0.54  1.43
H5 -1.23 -1.07 -1.74  0.45
C4 0.89 -1.02 -1.49  -0.42
Cl1 2.89 1.60 0.82  -0.20
O2 -0.17 2.21 -0.06  -0.61
H6 -0.94 1.00 2.47  0.40
H7 2.90 -0.45 -1.05  0.57
C5 -0.53 -0.38 -1.41  -1.07
H8 -0.62 0.47 -1.93  0.44
C6 1.94 -0.20 -0.85  -0.81
H9 0.82 -2.04 -0.87  0.17
H10 0.54 0.25 2.49  0.54
C7 0.03 1.01 2.03  -2.36
H11 -1.15 2.21 0.05  0.44

* orbital gap: 9.73 eV
* total charge: 0
* 2S+1: 1
* E_LUMO: 0.6 eV
* HOMO: -9.1069 eV

***

[2]
# C7H11F

A single C7H11F molecule (ωB97M-V/def2-TZVPD, the OMol25 dataset).

Last column: Mulliken charge in e.
Geometry (Å):
C1 -1.95 0.87 -1.11  -0.45
C2 2.44 0.43 0.88  -1.32
F1 -1.80 2.17 -0.94  -0.25
H1 2.86 -0.54 0.56  0.29
C3 0.09 0.25 1.88  -1.03
H2 -0.99 -2.18 -0.29  0.33
C4 0.44 0.24 -0.61  -0.49
H3 -2.54 -1.53 -0.81  0.46
H4 -0.92 0.06 1.87  0.39
H5 -1.17 -1.77 -1.91  0.35
H6 0.53 0.22 2.91  0.24
C5 -1.00 -0.08 -0.82  0.45
H7 2.78 1.13 0.09  0.30
C6 -1.47 -1.46 -0.94  -1.65
H8 0.69 1.20 -1.10  0.40
C7 0.92 0.37 0.82  0.85
H9 -2.90 0.49 -1.28  0.44
H10 1.16 -0.53 -1.10  0.32
H11 2.82 0.65 1.90  0.38

* orbital gap: 9.76 eV
* total charge: 0
* 2S+1: 1
* E_LUMO: 0.9 eV
* HOMO: -8.8426 eV

***

[3]
# C7H11F

A single C7H11F molecule (ωB97M-V/def2-TZVPD, the OMol25 dataset).

Last column: Mulliken charge in e.
Geometry (Å):
H1 -2.85 1.57 -0.31  0.33
H2 1.54 0.60 1.26  0.38
C1 -1.74 1.43 0.00  -1.33
C2 0.30 -0.50 -0.05  1.16
C3 -1.25 -0.15 -0.05  1.22
H3 0.01 -2.54 0.93  0.38
H4 2.36 0.38 -0.40  0.32
C4 0.05 -0.96 -1.41  -0.61
H5 1.09 1.55 -0.39  0.36
C5 1.37 0.62 0.18  -1.39
H6 0.28 -1.21 1.90  0.40
H7 -1.20 2.04 -0.76  0.31
C6 0.61 -1.62 0.91  -1.62
C7 -1.28 -0.81 -1.39  -0.99
H8 0.83 -1.07 -2.14  0.42
F1 -1.89 -0.78 0.98  -0.39
H9 1.76 -1.78 1.00  0.32
H10 -2.15 -1.17 -2.03  0.34
H11 -1.56 1.68 1.00  0.40

* orbital gap: 10.57 eV
* total charge: 0
* 2S+1: 1
* E_LUMO: 1.0 eV
* HOMO: -9.5796 eV

***

[4]
# C7H11F2N

A single C7H11F2N molecule (ωB97M-V/def2-TZVPD, the OMol25 dataset).

Last column: Mulliken charge in e.
Geometry (Å):
F1 -1.30 -0.73 2.14  -0.30
H1 1.27 -0.64 2.14  0.43
F2 -1.20 1.47 1.71  -0.32
H2 0.57 -2.01 0.37  0.52
C1 0.53 0.60 3.75  0.08
N1 0.35 0.87 4.85  -0.44
H3 -2.57 0.12 -0.26  0.42
C2 0.69 -1.11 -0.21  -2.20
H4 -1.94 -1.62 -0.25  0.28
C3 -1.70 -0.46 -0.49  -1.89
H5 -0.71 1.91 -0.92  0.33
C4 -0.59 0.22 1.56  0.33
H6 0.68 -1.56 -1.24  0.38
H7 0.76 1.92 0.07  0.25
H8 0.71 1.23 -1.48  0.45
H9 1.58 -0.84 0.24  0.56
C5 0.88 0.35 2.34  -0.38
C6 0.16 1.25 -0.59  -1.59
H10 1.50 1.29 2.02  0.30
C7 -0.36 -0.06 0.00  2.32
H11 -1.73 -0.48 -1.59  0.47

* orbital gap: 11.49 eV
* total charge: 0
* 2S+1: 1
* E_LUMO: 0.5 eV
* HOMO: -10.9570 eV

***

[5]
# C7H11F2N2

A gas-phase ion, C7H11F2N2 (charge +1) (ωB97M-V/def2-TZVPD, the OMol25 dataset).

Last column: Mulliken charge in e.
Geometry (Å):
N1 0.03 -0.08 -0.65  -0.56
H1 -1.34 -3.48 0.84  0.48
C1 0.48 1.29 -1.13  0.22
H2 -1.51 2.29 -0.49  0.30
C2 -0.23 -1.78 1.41  -0.18
H3 1.00 -3.16 2.60  0.42
N2 1.71 1.55 -0.36  -0.35
H4 0.04 3.02 0.19  0.40
H5 2.56 1.09 -0.57  0.35
H6 -2.45 -2.21 -1.11  0.34
H7 1.60 1.32 0.63  0.28
F1 1.42 -1.23 2.99  -0.23
H8 0.65 1.35 -2.14  0.45
F2 -1.65 -0.18 -2.21  -0.29
H9 -0.35 3.18 -1.52  0.38
H10 -0.45 -0.71 1.43  0.32
H11 1.76 2.56 -0.41  0.34
C3 0.70 -2.20 2.34  -0.19
C4 -0.99 -0.70 -1.07  0.80
C5 -1.49 -1.92 -0.59  -0.64
C6 -0.41 2.49 -0.73  -1.33
C7 -1.07 -2.50 0.55  -0.33

* orbital gap: 8.40 eV
* total charge: +1
* 2S+1: 1
* E_LUMO: -3.8 eV
* HOMO: -12.2480 eV

***

[6]
# C7H11F3O4SV

A molecular structure, C7H11F3O4SV (ωB97M-V/def2-TZVPD, the OMol25 dataset).

Last column: Mulliken spin population.
Geometry (Å):
O1 2.41 -2.83 -0.46  0.00
H1 -3.33 1.01 0.10  0.00
H2 -1.26 1.63 -1.06  -0.05
C1 -2.42 0.37 0.54  0.02
C2 1.49 0.70 0.89  0.00
C3 -1.05 1.08 -0.02  0.01
H3 3.78 0.30 0.88  0.00
O2 -2.58 0.47 2.03  0.00
F1 -2.18 -1.47 -1.33  0.00
F2 -4.13 -1.48 0.06  0.00
V1 -1.63 2.99 -0.76  1.05
C4 -2.66 -1.17 0.03  0.00
C5 2.77 -0.31 0.74  0.00
S1 2.80 -1.34 -0.82  0.00
C6 0.88 0.28 -1.64  0.01
H4 -0.04 0.38 -2.38  0.00
O3 4.24 -1.45 -1.46  0.00
H5 1.46 1.32 -1.69  0.00
O4 1.73 -0.85 -2.05  0.00
H6 -3.42 -0.08 2.22  0.00
H7 -0.80 1.97 0.73  -0.02
H8 2.73 -1.08 1.65  0.00
H9 1.15 0.74 2.03  0.00
H10 1.76 1.79 0.55  0.00
H11 0.11 -0.99 0.23  0.00
F3 -2.06 -2.07 1.09  0.00
C7 0.27 0.12 -0.09  -0.02

* ⟨S²⟩: 0.762
* orbital gap (spin up / spin down): 2.77 / 3.05 eV
* total charge: +2
* 2S+1: 2
* E_LUMO (spin up / spin down): -12.8 / -12.5 eV
* HOMO (spin up / spin down): -15.5414 / -15.5505 eV

***

Number 1: E -24052.6126 eV. Number 2: E -10153.1068 eV. Number 3: E -10152.3911 eV. Number 4: E -14361.1493 eV. Number 5: E -15843.2876 eV. Number 6: E -60269.8055 eV.